[1]
Computed, not measured: 11 unconnected molecules or ions with the total composition C26H73BClO10P in a non-equilibrium geometry, with the ωB97M-V functional and the def2-TZVPD basis.

Last column: Mulliken charge in e.
Geometry (Å):
C 3.182 -0.023 1.712  -0.73
C 1.885 -0.217 1.007  -0.09
B 1.758 -0.055 -0.624  0.37
Cl 0.650 1.226 -1.472  -0.25
P 2.755 -1.247 -1.742  -0.20
C 2.030 -2.998 -1.350  0.14
C 2.597 -3.630 0.063  -0.79
C 4.628 -1.231 -1.367  -0.50
C 5.507 -0.266 -2.411  -0.82
H 3.610 -0.950 2.307  0.23
H 3.786 0.979 1.647  0.33
H 0.922 -0.518 1.616  0.29
H 0.864 -2.818 -1.176  -0.23
H 2.143 -3.755 -2.248  0.24
H 3.478 -3.026 0.547  0.21
H 1.724 -3.635 0.876  0.16
H 2.967 -4.754 -0.083  0.28
H 4.919 -0.933 -0.274  0.24
H 5.019 -2.335 -1.565  0.32
H 4.847 0.693 -2.570  0.23
H 6.541 0.033 -1.943  0.31
H 5.657 -0.912 -3.379  0.25
C -0.468 3.770 2.311  -1.18
C -0.326 4.570 1.033  0.25
O 0.738 4.048 0.250  -0.50
H 0.461 3.800 2.889  0.22
H -1.281 4.162 2.929  0.38
H -0.671 2.717 2.089  0.26
H -0.102 5.617 1.259  0.12
H -1.247 4.534 0.443  0.17
H 0.525 3.121 0.047  0.17
C 3.708 3.442 4.646  -0.56
C 2.542 4.361 4.950  -0.36
O 1.388 3.594 5.259  -0.51
H 3.469 2.784 3.805  0.06
H 4.605 4.019 4.401  0.22
H 3.926 2.797 5.503  0.29
H 2.313 4.988 4.083  0.26
H 2.768 5.014 5.798  0.34
H 1.599 3.047 6.035  0.29
C -5.420 5.598 -0.621  -1.10
C -4.138 5.258 0.110  0.01
O -3.689 3.967 -0.273  -0.54
H -6.197 4.860 -0.399  0.27
H -5.782 6.589 -0.333  0.38
H -5.264 5.581 -1.705  0.18
H -4.303 5.255 1.192  0.33
H -3.352 5.985 -0.116  0.11
H -3.537 3.982 -1.233  0.47
C -3.468 -4.219 -0.767  -0.99
C -2.082 -3.711 -1.104  0.25
O -1.153 -4.148 -0.123  -0.44
H -3.781 -3.859 0.218  0.30
H -4.197 -3.887 -1.512  0.39
H -3.481 -5.313 -0.725  0.11
H -2.069 -2.617 -1.124  0.33
H -1.757 -4.078 -2.083  -0.07
H -1.166 -5.121 -0.119  0.24
C 0.039 -6.416 -5.654  -1.11
C -1.091 -5.584 -5.083  -0.16
O -0.815 -5.257 -3.729  -0.40
H 0.170 -7.336 -5.075  0.28
H -0.161 -6.680 -6.697  0.35
H 0.986 -5.870 -5.604  0.34
H -2.031 -6.142 -5.115  0.17
H -1.220 -4.656 -5.648  0.28
H 0.018 -4.755 -3.712  0.17
C -4.662 -8.762 -3.582  -1.08
C -4.705 -7.325 -3.102  -0.12
O -4.119 -7.227 -1.812  -0.48
H -5.197 -9.416 -2.886  0.30
H -5.114 -8.855 -4.573  0.34
H -3.630 -9.123 -3.629  0.33
H -5.739 -6.975 -3.035  0.31
H -4.161 -6.667 -3.786  0.08
H -3.199 -7.533 -1.884  0.28
C 8.750 2.167 5.064  -1.06
C 7.584 3.086 5.368  -0.20
O 6.430 2.319 5.677  -0.47
H 8.512 1.509 4.222  0.29
H 9.647 2.743 4.819  0.32
H 8.968 1.522 5.921  0.32
H 7.355 3.713 4.501  0.27
H 7.810 3.739 6.216  0.26
H 6.641 1.771 6.453  0.28
C -0.103 9.959 0.037  -1.09
C -0.868 8.883 0.779  -0.22
O -1.220 7.835 -0.112  -0.41
H -0.705 10.362 -0.784  0.27
H 0.171 10.777 0.709  0.34
H 0.808 9.548 -0.409  0.34
H -1.789 9.293 1.205  0.30
H -0.268 8.466 1.594  0.24
H -0.395 7.472 -0.477  0.25
C -4.093 2.446 -4.768  -1.10
C -4.137 3.882 -4.289  -0.27
O -3.551 3.981 -2.999  -0.51
H -4.629 1.792 -4.072  0.29
H -4.545 2.352 -5.760  0.35
H -3.061 2.084 -4.816  0.33
H -5.171 4.233 -4.222  0.28
H -3.593 4.541 -4.973  0.28
H -2.630 3.675 -3.071  0.21
C -2.239 -6.672 4.001  -1.21
C -1.638 -6.245 2.678  0.09
O -1.508 -7.369 1.820  -0.54
H -1.612 -7.429 4.482  0.28
H -2.342 -5.817 4.676  0.34
H -3.225 -7.123 3.851  0.35
H -0.644 -5.815 2.830  0.27
H -2.266 -5.497 2.184  0.11
H -2.397 -7.739 1.684  0.30

Computed properties:
SMILES: C=CB(Cl)P(CC)CC.CCO.CCO.CCO.CCO.CCO.CCO.CCO.CCO.CCO.CCO
LUMO energy (Ha): -0.0309
Orbital gap (eV): 6.9315
Energy (Eh): -2612.9129

---

[2]
Computed, not measured: 12 unconnected molecules or ions with the total composition C26H73F6N4O15S2 in a non-equilibrium geometry, with the ωB97M-V functional and the def2-TZVPD basis.

Last column: Mulliken charge in e.
Geometry (Å):
C -1.345 0.758 -1.375  0.61
F -2.219 0.440 -0.411  -0.22
F -1.876 0.861 -2.593  -0.23
F -0.877 1.973 -1.138  -0.21
S 0.085 -0.543 -1.461  0.84
O 0.709 -0.147 -2.726  -0.59
O 0.980 -0.314 -0.339  -0.56
N -0.825 -2.044 -1.505  -0.24
S -0.480 -2.684 -0.159  0.92
O 0.843 -3.288 -0.103  -0.60
O -0.898 -1.929 1.048  -0.62
C -1.738 -4.167 -0.130  0.55
F -1.489 -4.969 0.868  -0.19
F -2.925 -3.643 -0.004  -0.22
F -1.692 -4.904 -1.243  -0.24
C 5.046 -1.585 -8.125  -0.49
O 4.272 -0.447 -7.669  -0.48
H 4.801 -1.820 -9.160  0.23
H 6.077 -1.254 -7.997  0.23
H 4.976 -2.448 -7.462  0.22
H 4.633 -0.307 -6.791  0.29
C -0.336 5.100 -5.970  -0.46
O -0.873 4.162 -6.900  -0.50
H -0.700 5.051 -4.944  0.23
H 0.727 4.866 -5.899  0.15
H -0.395 6.071 -6.461  0.28
H -1.782 4.420 -7.069  0.29
C 2.028 -5.186 -4.420  -0.49
O 1.166 -4.100 -4.555  -0.47
H 2.839 -4.904 -3.749  0.19
H 1.546 -6.086 -4.037  0.24
H 2.443 -5.347 -5.415  0.23
H 0.697 -3.888 -3.745  0.29
C 5.985 -1.035 -2.682  -0.47
O 6.621 -0.470 -3.783  -0.50
H 5.091 -1.606 -2.933  0.20
H 6.624 -1.614 -2.014  0.26
H 5.566 -0.247 -2.057  0.24
H 7.360 0.105 -3.572  0.28
C 5.237 5.134 -3.671  -1.04
C 4.269 5.467 -2.523  -0.09
O 3.836 6.819 -2.559  -0.55
H 4.601 5.053 -4.552  0.24
H 5.688 4.161 -3.476  0.31
H 5.952 5.934 -3.863  0.32
H 4.855 5.315 -1.616  0.23
H 3.418 4.785 -2.519  0.27
H 3.290 6.952 -1.780  0.30
C -0.646 -5.066 6.002  -0.92
C 0.760 -5.012 5.477  -0.20
O 1.387 -6.187 5.903  -0.51
H -1.150 -6.021 5.855  0.27
H -1.292 -4.333 5.519  0.29
H -0.518 -4.902 7.072  0.27
H 1.340 -4.196 5.908  0.19
H 0.795 -4.953 4.389  0.31
H 1.491 -6.686 5.089  0.30
C -5.785 -0.427 -4.832  -1.16
C -5.023 -1.336 -3.830  -0.06
O -3.841 -1.788 -4.434  -0.53
H -5.192 0.336 -5.337  0.31
H -6.615 0.139 -4.407  0.35
H -6.194 -1.017 -5.653  0.29
H -5.650 -2.211 -3.656  0.23
H -4.752 -0.881 -2.878  0.27
H -3.280 -1.961 -3.675  0.30
C -6.392 -1.403 2.785  -0.75
C -6.086 -2.590 3.683  -0.20
O -6.805 -2.483 4.891  -0.53
H -5.670 -1.294 1.975  0.26
H -6.255 -0.530 3.423  0.21
H -7.363 -1.373 2.291  0.25
H -5.036 -2.596 3.976  0.21
H -6.362 -3.560 3.270  0.26
H -6.293 -1.844 5.392  0.31
C -6.006 5.129 0.231  -1.41
C -6.436 5.801 1.518  0.61
C -5.725 5.259 2.772  -0.70
O -6.398 5.838 3.878  -0.33
C -6.050 5.162 5.139  -0.78
N -6.152 7.242 1.378  -0.79
H -4.934 5.262 0.082  0.35
H -6.519 5.432 -0.682  0.37
H -6.181 4.053 0.270  0.35
H -7.506 5.673 1.682  0.24
H -4.670 5.527 2.712  0.30
H -5.814 4.184 2.928  0.37
H -4.978 4.983 5.218  0.31
H -6.464 4.154 5.165  0.30
H -6.323 5.721 6.034  0.28
H -6.479 7.662 2.237  0.28
H -6.786 7.514 0.641  0.25
C 3.422 6.785 2.922  -1.41
C 2.061 6.518 2.302  0.50
C 0.984 6.252 3.412  -0.81
O 1.234 5.244 4.314  -0.38
C 1.032 3.871 3.708  -0.70
N 1.738 7.664 1.552  -0.63
H 3.403 7.720 3.483  0.36
H 4.214 6.913 2.184  0.34
H 3.658 5.990 3.630  0.34
H 2.162 5.595 1.731  0.22
H 0.013 6.152 2.928  0.40
H 0.789 7.184 3.942  0.41
H 1.698 3.658 2.872  0.28
H -0.011 3.773 3.406  0.30
H 1.204 3.138 4.496  0.26
H 2.011 8.515 2.023  0.27
H 0.732 7.679 1.468  0.25
C 5.684 -6.605 0.490  -1.44
C 4.817 -7.054 1.715  0.54
C 3.833 -8.195 1.433  -0.86
O 3.005 -8.388 2.590  -0.19
C 2.152 -9.540 2.477  -0.79
N 5.593 -7.407 2.882  -0.76
H 6.394 -5.810 0.718  0.37
H 5.124 -6.164 -0.334  0.36
H 6.292 -7.445 0.155  0.32
H 4.194 -6.207 2.000  0.25
H 4.395 -9.113 1.258  0.34
H 3.279 -8.071 0.502  0.43
H 2.705 -10.452 2.252  0.30
H 1.423 -9.327 1.694  0.33
H 1.646 -9.655 3.435  0.23
H 4.970 -7.894 3.509  0.31
H 6.189 -8.201 2.694  0.27

Computed properties:
LUMO energy (Ha): 0.0682
Orbital gap (eV): 8.8241
Charge: -1
Energy (Eh): -3777.3925

---

[3]
Computed, not measured: a molecular structure, C26H73InN5NaO12S in a non-equilibrium geometry, with the ωB97M-V functional and the def2-TZVPD basis.

Last column: Mulliken charge in e.
Geometry (Å):
In -12.450 -25.339 -3.810  1.04
Na -13.892 -21.884 -1.466  0.88
S -13.875 -24.555 -0.593  1.66
O -14.394 -24.152 -1.908  -1.30
O -14.835 -25.508 -0.047  -0.03
O -12.569 -25.158 -0.895  -0.53
O -13.611 -23.382 0.217  -0.91
C -10.037 -20.477 1.509  -1.16
C -11.390 -19.845 1.173  0.39
C -11.203 -18.358 0.701  -1.08
O -10.903 -17.438 1.778  -0.32
C -10.775 -16.076 1.362  -0.75
N -12.059 -20.606 0.132  -0.41
H -9.493 -19.702 2.048  0.58
H -9.347 -20.624 0.678  0.20
H -10.153 -21.332 2.175  0.11
H -12.063 -19.809 2.030  0.31
H -12.184 -18.074 0.321  0.47
H -10.516 -18.276 -0.142  0.40
H -10.025 -15.986 0.577  0.32
H -10.661 -15.410 2.217  0.25
H -11.680 -15.785 0.829  0.32
H -12.064 -21.534 0.531  -0.07
H -11.391 -20.622 -0.625  0.34
C -9.128 -23.250 -0.468  -0.84
C -8.955 -23.937 -1.821  0.23
C -7.526 -24.471 -2.030  -0.94
O -7.415 -25.015 -3.367  -0.31
C -6.650 -26.171 -3.480  -0.74
N -10.002 -24.919 -1.898  0.18
H -8.605 -23.848 0.279  0.27
H -10.109 -22.913 -0.135  -0.15
H -8.583 -22.312 -0.578  0.48
H -9.213 -23.131 -2.507  0.29
H -7.316 -25.274 -1.324  0.49
H -6.839 -23.631 -1.919  0.38
H -6.450 -26.367 -4.533  0.23
H -7.166 -26.946 -2.912  0.30
H -5.656 -26.067 -3.045  0.33
H -10.677 -24.686 -1.184  -0.22
H -9.587 -25.732 -1.465  0.28
C -13.610 -29.485 -0.827  -1.76
C -12.746 -28.480 -1.531  1.62
C -11.682 -29.096 -2.447  -1.09
O -10.960 -28.022 -3.076  -0.18
C -9.918 -28.508 -3.882  -0.86
N -13.649 -27.774 -2.353  -0.01
H -13.060 -29.981 -0.027  0.44
H -13.856 -30.284 -1.527  0.48
H -14.491 -29.096 -0.317  0.36
H -12.401 -27.887 -0.685  -0.47
H -12.113 -29.704 -3.242  0.42
H -11.035 -29.755 -1.868  0.46
H -9.237 -29.176 -3.355  0.36
H -9.330 -27.628 -4.144  0.22
H -10.265 -29.017 -4.782  0.32
H -14.077 -28.488 -2.926  0.41
H -14.407 -27.592 -1.711  -0.34
C -12.119 -26.562 3.993  -1.60
C -11.956 -25.686 2.716  2.29
C -10.704 -24.849 2.611  -0.45
O -10.519 -23.931 3.649  -0.40
C -11.641 -23.107 4.033  -0.51
N -11.980 -26.535 1.519  0.03
H -13.179 -26.810 4.054  0.30
H -11.808 -25.979 4.860  0.41
H -11.572 -27.501 3.910  0.40
H -12.738 -24.929 2.659  -0.76
H -10.781 -24.287 1.681  -0.06
H -9.836 -25.503 2.534  0.48
H -12.151 -22.542 3.252  -0.02
H -11.378 -22.355 4.777  0.45
H -12.397 -23.768 4.456  0.28
H -12.839 -27.067 1.514  0.41
H -11.997 -25.907 0.728  -0.68
C -16.908 -26.931 4.580  -1.66
C -16.788 -26.780 3.078  -0.18
C -17.738 -25.794 2.478  1.32
O -19.020 -26.425 2.471  -0.44
C -20.046 -25.554 2.029  -0.66
N -15.422 -26.431 2.735  0.40
H -16.651 -26.022 5.124  0.40
H -16.310 -27.731 5.017  0.36
H -17.969 -27.077 4.782  0.45
H -17.105 -27.685 2.560  0.37
H -17.321 -25.624 1.485  -0.99
H -17.686 -24.864 3.044  0.30
H -20.272 -24.703 2.672  0.36
H -21.000 -26.082 2.022  0.30
H -19.844 -25.352 0.977  0.18
H -15.186 -25.606 3.268  0.40
H -15.306 -26.077 1.796  -0.25
C -18.432 -27.420 -0.708  -1.01
C -16.947 -27.843 -1.021  -0.07
O -16.290 -26.789 -1.611  -0.48
H -18.475 -26.626 0.038  -0.14
H -18.974 -28.277 -0.307  0.45
H -18.890 -27.051 -1.625  0.36
H -16.840 -28.724 -1.653  0.56
H -16.527 -28.275 -0.112  -0.03
H -15.829 -26.262 -0.954  0.05
C -16.874 -21.872 3.178  -1.24
C -15.386 -22.121 3.057  -0.20
O -15.083 -23.498 2.764  0.11
H -17.020 -20.807 3.354  0.45
H -17.389 -22.386 3.989  0.33
H -17.436 -22.041 2.259  0.10
H -14.821 -21.906 3.964  0.48
H -15.017 -21.394 2.335  0.12
H -14.496 -23.527 2.005  -0.45
C -18.689 -22.880 -0.380  -1.60
C -17.284 -23.455 -0.467  1.88
O -16.812 -23.071 -1.703  -0.68
H -19.175 -23.202 0.540  0.29
H -19.314 -23.357 -1.134  0.40
H -18.625 -21.794 -0.439  0.39
H -17.312 -24.535 -0.320  -0.79
H -16.590 -23.059 0.274  -0.37
H -16.074 -23.650 -1.908  0.46

Computed properties:
Energy relative to the best compared isomer or geometry (same formula, charge and spin) (kJ/mol): 84.1
LUMO energy (Ha): -0.4269
Orbital gap (eV): 1.8369
Charge: +2
Energy (Eh): -2960.8863

---

[4]
Computed, not measured: 6 unconnected molecules or ions with the total composition C26H73N6O6P, with the ωB97M-V functional and the def2-TZVPD basis.

Last column: Mulliken charge in e.
Geometry (Å):
C 3.338 0.906 0.236  -1.54
C 3.543 1.831 -0.951  1.15
C 4.255 3.141 -0.614  -0.89
C 3.531 4.034 0.380  -0.72
O 2.444 4.676 -0.262  -0.50
P 0.871 4.395 0.419  0.53
C -0.888 4.165 1.069  -1.00
C -1.685 3.088 0.305  -0.12
N -0.875 2.465 -0.759  -0.56
H 4.293 0.744 0.728  0.43
H 2.652 1.308 0.971  0.35
H 2.951 -0.061 -0.069  0.39
H 4.189 1.296 -1.647  -1.17
H 2.611 2.024 -1.477  0.58
H 5.251 2.913 -0.243  0.44
H 4.332 3.710 -1.531  0.35
H 3.209 3.467 1.256  0.44
H 4.226 4.793 0.734  0.34
H 0.394 5.116 -0.689  -0.05
H 1.232 5.084 1.601  0.00
H 1.121 3.019 0.434  -0.07
H -0.863 3.948 2.135  0.25
H -1.394 5.121 0.969  0.47
H -2.586 3.525 -0.105  0.44
H -2.014 2.344 1.027  0.08
H -0.533 1.570 -0.423  0.21
H -1.478 2.206 -1.533  0.21
C -1.709 -1.557 -2.083  -1.74
C -0.329 -1.017 -2.442  0.58
C 0.642 -2.077 -2.970  -0.21
O 1.216 -2.903 -1.974  -0.38
C 0.448 -4.035 -1.608  -0.73
N 0.227 -0.301 -1.290  -0.26
H -1.696 -2.138 -1.161  0.35
H -2.409 -0.734 -1.935  0.36
H -2.102 -2.191 -2.881  0.37
H -0.462 -0.288 -3.246  0.05
H 1.486 -1.555 -3.432  -0.13
H 0.181 -2.689 -3.756  0.57
H -0.078 -4.457 -2.469  0.32
H -0.272 -3.795 -0.821  0.25
H 1.135 -4.785 -1.218  0.27
H 1.105 0.132 -1.570  -0.11
H 0.506 -1.000 -0.605  0.31
C 6.694 0.151 -4.854  -1.64
C 5.574 0.580 -3.914  0.43
C 4.431 -0.440 -3.809  -0.14
O 3.538 -0.443 -4.909  -0.11
C 3.930 -1.241 -6.010  -0.81
N 5.101 1.910 -4.308  -0.70
H 6.401 0.230 -5.901  0.30
H 7.565 0.790 -4.715  0.40
H 6.999 -0.880 -4.661  0.35
H 6.005 0.669 -2.912  0.41
H 3.821 -0.171 -2.942  -0.32
H 4.814 -1.453 -3.630  0.62
H 4.445 -2.149 -5.684  0.35
H 4.569 -0.686 -6.701  0.28
H 3.025 -1.528 -6.547  0.19
H 4.427 2.245 -3.624  0.23
H 4.561 1.807 -5.163  0.34
C -2.958 0.461 6.352  -0.94
C -1.985 0.636 5.192  0.43
C -2.047 2.022 4.534  -0.76
O -3.148 2.213 3.667  -0.26
C -4.348 2.627 4.293  -0.78
N -2.192 -0.445 4.223  -0.72
H -3.989 0.356 6.014  0.25
H -2.722 -0.439 6.916  -0.11
H -2.907 1.310 7.037  0.37
H -0.973 0.527 5.595  0.39
H -1.160 2.137 3.902  0.28
H -2.011 2.821 5.286  0.42
H -4.152 3.303 5.129  0.36
H -4.934 1.774 4.642  0.25
H -4.939 3.158 3.547  0.23
H -1.481 -0.386 3.499  0.26
H -3.063 -0.258 3.734  0.32
C -1.945 1.682 -7.108  -1.52
C -0.628 0.916 -7.147  0.29
C -0.703 -0.406 -7.926  -0.66
O -1.325 -1.467 -7.224  -0.34
C -2.736 -1.512 -7.316  -0.67
N -0.148 0.721 -5.777  -0.45
H -2.669 1.217 -6.439  0.27
H -1.777 2.696 -6.746  0.37
H -2.392 1.749 -8.103  0.37
H 0.101 1.545 -7.666  0.48
H 0.319 -0.745 -8.116  0.31
H -1.183 -0.263 -8.903  0.42
H -3.083 -1.199 -8.305  0.33
H -3.209 -0.892 -6.550  0.23
H -3.043 -2.544 -7.150  0.25
H 0.776 0.296 -5.802  0.11
H -0.738 0.009 -5.351  0.15
C -1.856 -3.354 8.059  -1.32
C -2.892 -2.913 9.088  0.35
C -3.262 -4.007 10.100  -0.82
O -4.142 -4.996 9.601  -0.37
C -3.525 -6.064 8.908  -0.64
N -4.064 -2.383 8.384  -0.55
H -2.280 -4.030 7.317  0.27
H -1.469 -2.490 7.519  0.27
H -1.013 -3.856 8.540  0.38
H -2.453 -2.091 9.662  0.35
H -3.797 -3.535 10.929  0.35
H -2.363 -4.475 10.522  0.43
H -2.562 -6.328 9.354  0.30
H -3.386 -5.830 7.850  0.23
H -4.188 -6.926 8.977  0.25
H -4.716 -1.999 9.063  0.26
H -4.562 -3.171 7.978  0.27

Computed properties:
SMILES: CCCCO[PH3]CCN.COC[C@@H](C)N.COC[C@@H](C)N.COC[C@@H](C)N.COC[C@@H](C)N.COC[C@@H](C)N
LUMO energy (Ha): 0.0223
Orbital gap (eV): 9.0142
Energy (Eh): -2155.5723

---

Question: The highest energy belongs to which entry?
Answer: C26H73N6O6P